Entry 1:
Entry from the OMol25 dataset: a 3-piece molecular cluster, C32H58NO10P overall at a distorted geometry (ωB97M-V/def2-TZVPD).

Summary:
net charge: 0
HOMO-LUMO gap: 8.66 eV

```
102
Properties=species:S:1:pos:R:3:mulliken_charge:R:1
C -2.2800 4.0680 -5.3176 -0.986
C -1.9105 4.2357 -3.8336 -0.344
O -1.9805 2.9907 -3.1797 -0.188
C -2.7011 2.9497 -1.9600 -1.123
C -1.7439 2.8710 -0.7752 -0.611
C -1.3725 1.4367 -0.3764 -0.841
C 0.0399 1.3406 0.2316 -0.168
C 0.8059 0.0679 -0.1103 -1.577
C 1.0409 -0.2348 -1.6002 -0.196
C 2.4781 -0.6559 -1.9778 0.106
O 3.3234 -1.0768 -1.2577 -0.601
N 2.6541 -0.4672 -3.3784 -0.405
C 1.3050 -0.1020 -3.8685 -0.376
C 1.2000 0.3076 -5.3219 -1.846
C -0.1790 0.7343 -5.7360 0.766
O -1.1465 0.5911 -5.0363 -0.583
C -0.3406 1.2959 -7.1185 0.691
C 0.6528 2.0753 -7.7100 -0.125
C 0.4668 2.5703 -9.0055 -0.895
C -0.7118 2.2742 -9.6912 -0.415
C -1.7138 1.5155 -9.0938 -0.670
C -1.5318 1.0222 -7.8011 -0.391
C 0.7735 0.7778 -2.7289 0.578
P 1.5722 2.4356 -2.4663 -0.099
C 2.4602 2.8814 -4.0190 -1.055
O 2.8447 2.0654 -1.4443 -0.505
H -3.1915 4.5971 -5.5809 0.366
H -2.4690 3.0128 -5.4919 0.203
H -1.4698 4.3750 -5.9709 0.273
H -2.5623 4.9767 -3.3723 0.448
H -0.8966 4.6411 -3.7889 0.205
H -3.2923 2.0331 -1.9942 0.383
H -3.4102 3.7709 -1.8575 0.464
H -2.1529 3.3779 0.0991 0.550
H -0.8540 3.4341 -1.0431 0.322
H -1.5303 0.7333 -1.1890 0.584
H -2.0726 1.1554 0.4089 0.579
H 0.6487 2.2189 0.0423 0.530
H -0.0933 1.3311 1.3102 -0.270
H 1.7716 0.0589 0.3934 0.395
H 0.2540 -0.7683 0.3147 0.399
H 0.4804 -1.1473 -1.8175 0.713
H 3.3297 0.2664 -3.5559 0.397
H 0.7778 -1.0556 -3.8174 0.658
H 1.9444 1.0445 -5.5972 0.309
H 1.4423 -0.5628 -5.9350 0.523
H 1.5732 2.3329 -7.2116 0.378
H 1.2506 3.1565 -9.4576 0.423
H -0.8355 2.6576 -10.6933 0.397
H -2.6347 1.2863 -9.6058 0.409
H -2.2839 0.4278 -7.3092 0.468
H -0.2636 1.0546 -2.8896 0.434
H 1.7891 2.9709 -4.8657 0.060
H 3.3010 2.2219 -4.2379 0.341
H 2.8755 3.8716 -3.8489 0.531
H 3.2759 2.9059 -1.2551 0.367
C -0.8789 1.9705 8.9608 -0.797
O -0.2696 1.2219 7.9339 -0.261
C -0.7434 -0.1118 7.8587 -0.846
C -0.7311 -0.6221 6.4356 0.062
O -1.7657 -0.1089 5.6116 -0.431
C -1.6720 1.2353 5.1663 -0.637
C -0.6034 1.4597 4.1197 -0.023
O 0.6861 1.4908 4.7054 -0.400
C 1.6883 0.9873 3.8494 -0.295
H -0.5896 1.5984 9.9503 0.327
H -0.5434 3.0010 8.8593 0.233
H -1.9711 1.9495 8.8702 0.348
H -1.7625 -0.1818 8.2558 0.373
H -0.0843 -0.7479 8.4651 0.401
H -0.9209 -1.6971 6.4792 0.316
H 0.2475 -0.4834 5.9721 0.082
H -1.5595 1.9301 6.0004 0.185
H -2.6369 1.4419 4.6971 0.448
H -0.7788 2.4259 3.6261 0.409
H -0.6710 0.6635 3.3686 0.022
H 1.4376 -0.0233 3.5042 -0.083
H 2.6170 0.9376 4.4147 0.385
H 1.8278 1.6457 2.9842 0.277
C 1.7357 -6.7702 0.9132 -0.789
O 0.7733 -6.4144 1.8797 -0.250
C 0.8915 -7.1519 3.0840 -0.557
C 0.4775 -6.3253 4.2811 -0.329
O 1.4245 -5.3457 4.6758 -0.485
C 1.5706 -4.1890 3.8657 -0.578
C 0.4129 -3.2196 3.9421 0.336
O -0.6992 -3.6788 3.1945 -0.291
C -1.9338 -3.2733 3.7465 -0.646
H 1.5698 -7.7883 0.5421 0.326
H 1.6418 -6.0720 0.0834 0.225
H 2.7507 -6.6925 1.3193 0.349
H 1.9224 -7.4955 3.2260 0.359
H 0.2345 -8.0301 3.0188 0.394
H 0.4090 -7.0064 5.1328 0.406
H -0.5117 -5.8883 4.1320 0.105
H 1.7922 -4.4533 2.8303 0.190
H 2.4486 -3.6773 4.2669 0.425
H 0.7273 -2.2521 3.5245 -0.137
H 0.1368 -3.0746 4.9917 0.110
H -2.0180 -3.5855 4.7944 0.379
H -2.7232 -3.7608 3.1768 0.267
H -2.0629 -2.1873 3.6847 0.116
```

Entry 2:
Entry from the OMol25 dataset: a 3-piece molecular cluster, C32H60NO8 overall at a distorted geometry (ωB97M-V/def2-TZVPD).

Summary:
net charge: 0
multiplicity: 2
HOMO-LUMO gap (alpha / beta): 8.46 / 7.69 eV

```
101
Properties=species:S:1:pos:R:3:mulliken_spin:R:1
C 0.0017 -5.8446 1.0861 0.000
C -1.5451 -5.2673 1.1332 0.001
C -1.4712 -3.7424 1.7342 0.000
C -1.1298 -2.5813 0.6285 0.011
C -2.2766 -1.3698 0.5548 -0.022
C -1.8276 -0.2480 -0.6012 0.007
O -0.4227 -0.3477 -1.0046 0.000
C 0.4867 0.4252 -0.1565 0.000
C 1.9211 -0.3207 0.2733 0.001
C 3.0723 0.3692 1.2164 0.000
C 2.8197 1.8907 1.7840 0.000
C 1.4442 2.6664 1.3365 0.001
C 0.2955 1.9575 0.3855 0.000
C -3.7223 -2.0209 0.1429 0.022
C -4.9660 -1.4467 1.0431 0.020
C -5.3281 -2.5714 2.1783 0.001
C -6.2844 -1.4123 0.0126 0.007
N -4.8091 -0.0362 1.5469 0.305
O -4.7172 0.7460 0.4282 0.617
C -3.6105 0.1773 2.4284 0.017
C -3.8967 -0.1329 4.0471 -0.002
C -3.2995 1.8210 2.3853 0.000
C -2.2386 -0.5892 1.9906 0.017
H 0.0894 -6.9283 0.6471 0.000
H 0.6188 -5.0619 0.4346 0.000
H 0.4616 -5.8043 2.1834 0.000
H -2.1971 -5.9419 1.8681 0.000
H -2.0726 -5.2162 0.0882 0.000
H -0.5990 -3.7365 2.5494 0.001
H -2.4476 -3.4422 2.3155 -0.001
H -0.1449 -2.0486 0.9861 0.001
H -0.9687 -3.0973 -0.4125 -0.001
H -2.1643 0.7869 -0.1750 -0.006
H -2.4680 -0.4088 -1.5963 0.012
H 2.1199 -1.4262 -0.1313 0.000
H 4.0480 -0.2290 1.5091 0.000
H 3.6059 2.4157 2.4960 0.000
H 1.2483 3.7557 1.7184 0.000
H -0.7000 2.5294 0.0723 0.000
H -3.7653 -3.2098 0.2447 -0.003
H -4.0176 -1.8161 -0.9957 -0.004
H -5.7761 -3.5815 1.7327 -0.001
H -6.2034 -2.1355 2.8637 -0.005
H -4.4376 -2.7956 2.9273 0.001
H -6.7860 -2.4833 -0.0276 0.000
H -7.1102 -0.6942 0.4822 -0.001
H -6.0264 -0.9702 -1.0406 0.001
H -3.3282 0.6032 4.7579 0.001
H -5.0751 -0.0968 4.2023 -0.006
H -3.5825 -1.2441 4.3139 0.000
H -2.7297 2.1758 3.3717 0.000
H -2.6748 2.1439 1.4508 0.006
H -4.3429 2.3919 2.4191 -0.002
H -1.9019 -1.2517 2.9094 -0.001
H -1.3974 0.2524 1.8927 0.003
C -1.2176 -1.5027 -3.9983 0.000
O -0.4170 -2.6592 -4.1803 0.000
C -0.3881 -3.4885 -3.0174 -0.001
C -0.1564 -4.9503 -3.4069 0.000
O -1.3300 -5.5908 -3.9255 0.000
C -1.7197 -5.2062 -5.2516 0.000
C -0.7726 -5.7284 -6.3352 0.000
O 0.3921 -4.9062 -6.4167 0.000
C 1.4993 -5.5892 -6.9832 0.000
H -0.8049 -0.8731 -3.2068 0.000
H -1.2258 -0.9394 -4.9347 0.000
H -2.2478 -1.7852 -3.7599 0.000
H -1.3266 -3.4056 -2.4555 0.001
H 0.4378 -3.1403 -2.3880 0.000
H 0.0977 -5.5042 -2.4965 0.000
H 0.6885 -5.0652 -4.0875 0.000
H -1.8668 -4.1265 -5.3201 0.000
H -2.7008 -5.6680 -5.4091 0.000
H -1.2704 -5.6920 -7.3097 0.000
H -0.4946 -6.7663 -6.1067 0.000
H 1.7483 -6.4734 -6.3879 0.000
H 2.3583 -4.9158 -6.9725 0.000
H 1.2821 -5.8751 -8.0156 0.000
C 4.4824 9.9819 2.7017 0.000
O 5.2830 8.8254 2.5197 0.000
C 5.3119 7.9961 3.6826 0.000
C 5.5436 6.5343 3.2931 0.000
O 4.3700 5.8938 2.7745 0.000
C 3.9803 6.2784 1.4484 0.000
C 4.9274 5.7562 0.3648 0.000
O 6.0921 6.5784 0.2833 0.000
C 7.1993 5.8954 -0.2832 0.000
H 4.8951 10.6115 3.4932 0.000
H 4.4742 10.5452 1.7653 0.000
H 3.4522 9.6994 2.9401 0.000
H 4.3734 8.0790 4.2445 0.000
H 6.1378 8.3443 4.3120 0.000
H 5.7977 5.9804 4.2035 0.000
H 6.3885 6.4195 2.6125 0.000
H 3.8332 7.3582 1.3799 0.000
H 2.9992 5.8166 1.2909 0.000
H 4.4296 5.7926 -0.6097 0.000
H 5.2054 4.7183 0.5933 0.000
H 7.4483 5.0112 0.3121 0.000
H 8.0583 6.5688 -0.2725 0.000
H 6.9821 5.6095 -1.3156 0.000
```

Entry 3:
Entry from the OMol25 dataset: a 10-piece molecular cluster, C32H60O30 overall at a distorted geometry (ωB97M-V/def2-TZVPD).

Summary:
net charge: 0
energy above the lowest of the compared OMol25 structures with the same formula, charge and spin: 234.7 kcal per mole
HOMO-LUMO gap: 9.73 eV

```
122
Properties=species:S:1:pos:R:3:mulliken_charge:R:1
C -26.6677 -3.1810 8.8050 -1.400
C -26.7449 -1.8388 7.8959 0.062
C -25.7348 -1.8877 6.7038 -0.759
O -26.6216 -2.2093 5.6456 0.392
C -27.8599 -1.9488 5.9689 0.421
O -28.7976 -1.8986 5.2409 -0.581
O -28.0031 -1.6956 7.2737 -0.439
H -25.6167 -3.5146 8.8850 0.344
H -27.3476 -3.8841 8.3668 0.358
H -26.9987 -3.0553 9.8214 0.379
H -26.6250 -0.9630 8.5421 0.448
H -25.1063 -2.7044 6.7178 0.616
H -25.2254 -1.0270 6.6248 0.300
C -28.3540 -0.9239 1.5231 -1.448
C -27.7205 0.2779 2.2833 0.463
C -26.5326 -0.2669 3.1420 3.210
O -25.5090 0.6723 2.5734 -0.064
C -26.0051 1.4394 1.6405 -0.035
O -25.4644 2.4283 1.2270 -0.535
O -27.1493 1.1462 1.3275 -0.213
H -29.0946 -1.5844 2.0306 0.305
H -27.6391 -1.5235 0.9831 0.124
H -29.0418 -0.4920 0.7283 0.372
H -28.4790 0.7710 2.8100 0.293
H -26.2799 -1.2728 2.8596 -0.407
H -26.8134 -0.0644 4.1554 -2.188
C -23.3021 -2.7074 4.2291 -0.749
O -23.2815 -3.1083 2.9054 -0.303
C -24.3819 -3.7363 2.5075 0.760
O -25.5333 -3.9758 3.3368 -0.418
O -24.3359 -4.2006 1.2892 -0.353
C -25.5116 -4.7393 0.6810 -0.177
H -23.9816 -1.9139 4.4587 0.097
H -22.2712 -2.5164 4.6106 0.380
H -23.5290 -3.5139 4.8210 0.423
H -25.2318 -5.0975 -0.2732 0.346
H -26.3105 -3.9874 0.4975 -0.145
H -25.9503 -5.5318 1.2812 0.114
C -27.6313 -1.8302 -1.6140 -0.804
O -26.6660 -1.0352 -0.9800 0.500
C -25.3267 -1.2936 -0.8141 0.198
O -24.7140 -2.3408 -1.5180 -0.662
O -24.6906 -0.4101 -0.0707 0.463
C -23.3702 -0.6237 0.1480 -0.952
H -27.5365 -1.6724 -2.6910 0.139
H -28.6023 -1.2918 -1.3885 0.294
H -27.5220 -2.8216 -1.2784 0.378
H -22.7270 -0.3700 -0.7445 0.234
H -23.2893 -1.6763 0.4259 0.367
H -23.1762 0.0153 1.0062 0.230
C -27.7349 1.5467 -2.1977 -0.333
O -28.4819 0.6655 -3.0883 -0.322
C -27.9556 0.4785 -4.3017 0.670
O -26.8795 1.2624 -4.8361 -0.575
O -28.5215 -0.5568 -5.0860 -0.252
C -28.1866 -0.8304 -6.4243 -0.626
H -28.3000 1.7506 -1.3382 0.011
H -27.6623 2.3623 -2.8266 0.803
H -26.8003 1.1489 -1.8244 -0.267
H -28.4574 -1.8424 -6.8688 0.260
H -27.1502 -0.7269 -6.7572 0.292
H -28.6758 0.0417 -7.0500 0.257
C -28.3893 -4.4480 2.9687 -0.747
O -28.0465 -5.6396 2.2305 -0.275
C -27.8108 -6.7816 2.9177 0.838
O -28.0695 -6.9605 4.3465 -0.653
O -27.5456 -7.8258 2.2118 -0.276
C -27.4504 -9.1256 2.7862 -0.601
H -28.1703 -4.5553 3.9895 0.447
H -29.5087 -4.3518 2.8001 0.408
H -27.8734 -3.4715 2.4930 -0.081
H -27.2365 -9.8004 1.9800 0.234
H -28.4467 -9.3480 3.2486 0.277
H -26.6130 -9.1539 3.4617 0.297
C -23.7658 2.5242 4.6881 -0.263
O -24.5842 1.8081 5.4699 -0.233
C -25.8871 2.0414 5.5360 0.811
O -26.4500 3.2088 4.9605 -0.656
O -26.6641 1.2601 6.3184 -0.254
C -28.0514 1.4658 6.1331 -0.789
H -23.7955 3.4524 5.2330 0.369
H -24.1330 2.6678 3.7297 -0.119
H -22.8488 1.9196 4.5221 0.187
H -28.6591 0.7700 6.5828 0.381
H -28.3881 1.6265 5.1367 0.129
H -28.2155 2.4326 6.6027 0.393
C -24.6952 5.9185 -0.0643 -0.199
O -25.1991 6.7658 0.8787 -0.142
C -25.3749 8.0174 0.5351 0.749
O -25.0819 8.4922 -0.7758 -0.650
O -25.9584 8.7142 1.4967 -0.344
C -26.5736 9.9075 1.1366 -0.702
H -24.7025 4.9791 0.3736 -0.154
H -23.6315 6.0235 -0.3792 0.354
H -25.3496 5.8197 -0.9707 0.094
H -26.4960 10.4152 1.9992 0.382
H -27.6024 9.8513 0.7495 0.234
H -26.0844 10.5156 0.3104 0.313
C -23.9311 2.4980 -1.4763 1.061
O -23.8527 2.6491 -2.8676 -0.147
C -23.1289 3.5902 -3.4613 0.564
O -22.1178 4.3601 -2.8354 -0.653
O -23.3193 3.7104 -4.7509 -0.289
C -22.8903 4.7419 -5.5347 -0.663
H -22.9942 2.1368 -0.9849 0.240
H -24.6659 1.7698 -1.4739 -0.633
H -24.3350 3.4184 -1.1275 -0.409
H -21.7829 4.8945 -5.7501 0.260
H -23.1855 5.7226 -5.0963 0.290
H -23.3983 4.6557 -6.4368 0.291
C -27.8033 7.4134 -1.7500 -0.741
O -28.0415 6.9695 -0.4690 -0.321
C -28.0645 5.7255 -0.1571 0.683
O -27.7420 4.6508 -1.0039 -0.420
O -28.3867 5.5242 1.1481 -0.352
C -28.0309 4.3021 1.7811 -0.066
H -27.6475 8.5154 -1.8364 0.222
H -28.5189 7.1196 -2.4599 0.406
H -26.8056 7.0926 -2.0441 0.285
H -28.7448 4.1561 2.6813 0.109
H -26.9797 4.3781 2.1936 0.178
H -28.0878 3.4672 1.0985 0.050
```

Entry 4:
Entry from the OMol25 dataset: a 7-piece molecular cluster, C32H61N2O13S6 overall at a distorted geometry (ωB97M-V/def2-TZVPD).

Summary:
net charge: +1
HOMO-LUMO gap: 7.10 eV

```
114
Properties=species:S:1:pos:R:3:mulliken_charge:R:1
C -0.1394 -4.8257 -0.8796 -0.900
O 0.4875 -4.1046 -1.9411 -0.390
C 1.8661 -4.3363 -2.0051 -0.803
C 2.6287 -3.6773 -0.8392 -0.370
C 3.3943 -2.4046 -1.2775 -0.786
C 3.8716 -1.7822 -0.0075 0.179
C 2.9884 -1.3367 0.9546 -0.290
C 3.5480 -0.8286 2.1190 -0.368
N 4.8038 -0.7039 2.4266 -0.573
N 5.6267 -1.1139 1.4854 0.246
C 5.1969 -1.6316 0.3484 -0.277
H 0.5923 -5.2994 -0.2301 0.531
H -0.7862 -5.6083 -1.2667 0.394
H -0.7580 -4.1337 -0.3087 0.124
H 2.2097 -3.8724 -2.9323 0.467
H 2.1125 -5.3986 -2.0890 0.354
H 3.3125 -4.3862 -0.3690 0.273
H 1.9104 -3.4159 -0.0609 0.388
H 2.7383 -1.7615 -1.8563 0.374
H 4.2567 -2.7482 -1.8456 0.508
H 1.9228 -1.3890 0.8000 0.692
H 2.8545 -0.5160 2.8896 0.413
H 6.6202 -1.0617 1.6785 0.329
H 5.9567 -1.9610 -0.3513 0.461
C 4.5552 3.7968 -2.1424 0.019
C 5.7223 3.1997 -1.3436 -1.129
C 5.3356 1.7638 -0.9648 -0.420
S 4.2020 1.2042 -2.2446 1.307
O 2.9048 0.9784 -1.6428 -0.650
O 4.8446 0.1790 -3.0334 -0.716
C 4.1648 2.7314 -3.1631 -1.005
H 4.8319 4.7207 -2.6240 0.513
H 3.7192 3.9954 -1.4811 -0.087
H 6.6198 3.1858 -1.9656 0.335
H 5.9474 3.7909 -0.4572 0.387
H 6.1993 1.1008 -0.9391 0.433
H 4.8066 1.7263 -0.0117 0.220
H 3.1734 2.8810 -3.5851 0.434
H 4.9039 2.6530 -3.9600 0.374
C -3.8441 -5.8683 2.7415 -0.790
C -3.1366 -6.4718 3.9626 -0.637
C -1.7424 -6.9265 3.5083 -0.790
S -1.2954 -5.8570 2.1368 1.326
O -1.2061 -6.6597 0.9437 -0.680
O -0.2214 -4.9752 2.5392 -0.715
C -2.8264 -4.9391 2.0909 -0.320
H -4.7492 -5.3320 3.0198 0.377
H -4.1223 -6.6624 2.0453 0.359
H -3.0404 -5.7115 4.7402 0.284
H -3.6996 -7.3019 4.3855 0.361
H -0.9997 -6.8220 4.2953 0.361
H -1.7514 -7.9508 3.1406 0.354
H -3.0713 -4.6837 1.0617 0.199
H -2.6871 -4.0328 2.6801 0.284
C -2.7877 -1.5178 -0.9275 -0.386
C -3.7979 -0.9607 -1.9401 -0.610
C -5.1926 -1.0968 -1.3182 -0.496
S -4.9586 -1.0244 0.4595 1.228
O -5.3201 -2.3022 1.0257 -0.625
O -5.4980 0.2099 0.9705 -0.729
C -3.1710 -0.9108 0.4202 -0.817
H -1.7622 -1.2699 -1.2007 0.415
H -2.8706 -2.6070 -0.8837 0.073
H -3.5801 0.0915 -2.1315 0.282
H -3.7458 -1.4817 -2.8935 0.425
H -5.8521 -0.2908 -1.6181 0.089
H -5.6455 -2.0551 -1.5583 0.371
H -2.7526 -1.4418 1.2733 0.401
H -2.9066 0.1454 0.4685 0.375
C -8.2303 1.9671 -4.8105 -0.711
C -8.4449 0.9886 -5.9726 -0.598
C -7.1695 0.1464 -6.1056 -0.765
S -6.4393 0.0830 -4.4659 1.251
O -5.1728 0.7736 -4.4910 -0.662
O -6.5569 -1.2540 -3.9397 -0.666
C -7.6472 1.1378 -3.6707 -0.694
H -9.1579 2.4535 -4.5140 0.369
H -7.5217 2.7437 -5.1067 0.309
H -9.2934 0.3391 -5.7490 0.298
H -8.6682 1.5090 -6.9024 0.329
H -7.3802 -0.8671 -6.4372 0.349
H -6.4463 0.6121 -6.7725 0.364
H -7.1605 1.7357 -2.9028 0.444
H -8.4035 0.4936 -3.2225 0.396
C 1.3817 8.7164 -2.2729 -0.542
C 0.4128 7.9436 -1.3689 -0.645
C 0.9335 6.5042 -1.2648 -0.716
S 2.7137 6.6001 -1.4886 1.315
O 3.0524 5.9273 -2.7203 -0.686
O 3.3785 6.2883 -0.2461 -0.732
C 2.7821 8.3618 -1.7829 -0.811
H 1.2062 9.7898 -2.2307 0.362
H 1.2570 8.3947 -3.3090 0.282
H 0.3944 8.4012 -0.3781 0.301
H -0.6041 7.9640 -1.7568 0.331
H 0.7233 6.0609 -0.2946 0.388
H 0.5328 5.8730 -2.0560 0.383
H 3.5641 8.5801 -2.5065 0.392
H 3.0038 8.8458 -0.8320 0.377
C 4.4468 0.3418 6.5545 -0.663
C 3.4943 0.9301 5.5034 0.301
C 2.0623 0.6635 5.9865 -0.701
S 2.1414 0.5888 7.7826 1.156
O 1.8103 -0.7479 8.1974 -0.651
O 1.4805 1.7374 8.3371 -0.659
C 3.9138 0.8037 7.9068 -0.760
H 5.4738 0.6693 6.3980 0.367
H 4.4282 -0.7494 6.5009 0.328
H 3.6612 2.0058 5.4206 0.357
H 3.6723 0.4944 4.5228 -0.609
H 1.3771 1.4560 5.6958 0.404
H 1.6886 -0.2962 5.6320 0.378
H 4.2913 0.2224 8.7443 0.422
H 4.1073 1.8638 8.0678 0.360
```

Question: Look up the net charge of the fourth one.
Answer: +1